1.
50
Properties=species:S:1:pos:R:3:forces:R:3 method="wB97M-V/def2-TZVPD" lumo_ev="0.326 / -2.657" e_tot_ev=-58766.2186 homo_energy_ev="-6.69 / -6.69" multiplicity=2 molar_mass_g_mol=457.669
Mg 0.697718 1.329689 0.571861 1.00 -0.97 -3.41
S 0.242148 2.424419 2.849561 -0.03 -2.80 -2.23
O 0.627318 2.939519 1.572751 1.02 6.07 -0.92
O 1.162488 2.641889 3.953431 0.42 0.26 0.95
O -0.989462 2.937719 3.447371 -0.58 0.48 0.57
O 0.150638 1.050259 2.323541 -1.64 -2.80 4.77
C 1.081618 2.996949 -1.936209 0.04 -0.50 1.40
O 1.266158 1.786299 -1.216499 -0.16 1.17 -0.95
H 1.653598 3.187669 -2.844269 0.34 -0.92 -0.48
H 0.041468 3.199139 -2.191759 -0.59 -0.19 -0.26
H 1.357368 3.885069 -1.367609 0.12 0.26 0.67
C -4.423422 3.063379 -2.863659 -0.49 0.29 1.10
C -4.209962 1.919299 -1.892599 1.03 0.46 -1.83
C -3.585392 0.703639 -2.608729 -1.28 0.93 1.89
O -2.576152 0.357939 -1.626679 0.17 -2.81 -1.50
C -2.324912 1.326619 -0.770049 2.06 0.70 0.38
O -1.387772 1.392249 0.000741 -1.89 -0.47 -0.94
O -3.171102 2.292059 -0.984499 -1.51 1.93 0.90
H -4.933442 3.817879 -2.264739 0.15 0.51 -0.37
H -5.094782 2.806409 -3.683009 0.18 -0.18 -0.05
H -3.451902 3.421769 -3.203959 -0.18 0.05 -0.15
H -5.137332 1.669579 -1.377099 0.24 -0.07 0.33
H -3.225532 0.885959 -3.621329 0.55 0.02 0.38
H -4.472372 0.070609 -2.633629 0.83 -1.23 -0.11
C -3.455162 -2.743301 -0.430829 1.07 0.26 0.33
C -2.038692 -3.110151 0.092021 -1.44 0.17 1.13
C -1.050842 -3.663241 -0.870889 0.67 1.34 -1.52
O -0.042252 -2.640701 -0.851259 2.58 -0.84 -1.49
C -0.258902 -1.667331 0.014421 1.84 0.95 -0.99
O 0.480568 -0.729031 0.245041 -0.81 -1.83 -0.51
O -1.412362 -1.883151 0.503391 -3.33 0.63 2.87
H -4.160852 -3.567271 -0.325049 0.10 0.06 -0.24
H -3.378172 -2.346241 -1.443009 -0.09 -0.38 -0.20
H -3.794222 -1.885891 0.150541 -0.13 -0.22 0.28
H -2.113182 -3.767841 0.958051 -0.13 0.29 0.27
H -1.501172 -3.572161 -1.859319 0.26 -0.69 -0.25
H -0.546022 -4.614581 -0.702929 -0.46 0.03 0.20
C 5.337868 -2.774091 1.676341 -0.12 0.77 -0.06
C 4.746138 -1.587001 2.519201 1.20 -1.99 -0.78
C 5.608408 -0.348131 2.520461 1.45 -1.44 0.67
O 4.828508 0.639139 1.971951 0.47 2.59 -0.47
C 3.658168 0.198589 1.656971 -5.29 1.37 -0.83
O 2.690708 0.870399 1.231861 3.83 -1.96 1.15
O 3.535368 -1.088711 1.987281 -0.78 -0.85 -0.18
H 6.387768 -2.973481 1.890901 0.07 0.27 0.60
H 5.374508 -2.507661 0.620041 -0.45 -0.01 -0.12
H 4.832278 -3.728801 1.821281 -0.32 0.26 -0.06
H 4.662288 -1.965441 3.537951 -0.76 0.19 0.00
H 6.480828 -0.472931 1.879061 0.26 0.10 0.40
H 5.831438 -0.176971 3.573581 0.50 0.78 -0.28

2.
36
Properties=species:S:1:pos:R:3:forces:R:3 method="wB97M-V/def2-TZVPD" lumo_ev="-4.094 / -4.256" charge=+1 e_above_lowest_kj_mol=634.0 e_tot_ev=-16790.2763 homo_energy_ev="-11.52 / -12.08" molar_mass_g_mol=205.325
C -4.479960 0.024029 -0.134963 0.93 -0.68 -0.19
C -3.700654 0.831600 -0.942845 2.55 -2.07 3.17
C -3.954514 -0.847739 0.833024 1.11 1.80 -0.10
C -2.331866 0.855131 -0.692894 0.27 -1.31 0.97
C -2.590858 -0.739357 1.194262 -0.93 0.32 -2.38
C -1.717710 0.008063 0.271432 -2.43 -0.03 1.79
C 0.537881 2.096021 0.957737 3.33 -4.56 3.63
C 0.632109 -0.330571 -0.400593 1.42 -1.07 1.95
C 2.016491 0.001143 0.232329 -0.30 0.45 0.22
C 0.523233 -1.848372 -0.480564 -0.40 -0.63 -4.70
C 0.585820 0.120766 -1.794050 -2.68 3.74 -0.37
C 3.266730 -0.251150 -0.658714 0.82 2.33 -0.17
C 2.200546 -0.661870 1.577985 -0.67 -1.18 2.12
N -0.391119 -0.022184 0.598834 1.62 1.81 -0.02
N 1.944998 1.504585 0.614200 -0.71 1.60 -2.09
H -5.521981 0.095262 -0.229727 -1.34 -0.20 -0.27
H -4.064460 1.426685 -1.653667 -1.71 2.40 -2.52
H -4.694104 -1.413463 1.356293 0.09 -0.44 0.65
H -1.673740 1.608968 -1.040920 0.28 0.52 -1.11
H -2.270320 -1.251204 2.086800 0.63 -0.11 -0.15
H -0.075131 2.598686 0.344565 -1.28 1.81 -2.67
H 0.457587 2.207115 2.065302 -0.03 -0.05 -1.31
H 0.868629 -2.416885 0.313989 0.34 -0.91 1.43
H 1.046025 -2.176675 -1.485231 -0.49 0.35 2.11
H -0.518894 -2.100082 -0.758801 0.38 0.06 0.62
H -0.298806 -0.299957 -2.166598 -1.57 -0.55 -0.86
H 1.295017 -0.229521 -2.444862 2.26 -0.84 -1.07
H 0.411080 1.227770 -2.017827 0.59 -1.12 0.67
H 4.124809 -0.110982 0.043588 -0.36 -0.92 -0.70
H 3.588742 0.463138 -1.541158 -1.45 -0.96 1.60
H 3.147740 -1.217829 -1.114170 0.47 -0.58 0.18
H 3.115723 -0.410850 2.240082 -1.11 -0.09 -1.57
H 2.240064 -1.761563 1.362245 0.12 1.01 0.77
H 1.270587 -0.432039 2.241023 1.54 -0.65 -1.23
H 2.468760 1.941556 -0.218597 -1.19 -0.02 1.75
H 2.541531 1.511767 1.442492 -0.11 0.78 -0.12

3.
40
Properties=species:S:1:pos:R:3:forces:R:3 method="wB97M-V/def2-TZVPD" lumo_ev=0.061 e_above_lowest_kj_mol=1559.7 e_tot_ev=-24421.1400 homo_energy_ev=-8.27 molar_mass_g_mol=267.329
C 1.705220 0.702210 2.551726 -3.99 0.97 -2.95
C 1.746682 -0.804104 2.180443 -3.83 2.08 -2.08
C 3.102246 -1.277187 1.719423 -7.67 -6.97 -3.86
C 3.389977 -1.034474 0.285890 -1.35 0.95 -1.80
C 2.517591 -1.908280 -0.899444 -10.17 10.73 12.65
C 1.814127 -0.879059 -1.729368 2.60 3.15 -0.75
N 0.771176 -0.046543 -1.021820 17.03 7.94 -3.18
C 1.165096 1.423566 -1.112591 -1.98 -3.15 2.91
O 2.199553 1.908205 -1.393417 1.56 0.24 -1.26
N 0.235755 2.103186 -0.420033 -4.62 -4.03 0.01
C -1.114581 1.942420 0.046941 4.86 -11.10 -5.13
O -1.857910 2.673963 0.474561 -2.84 5.25 2.54
C -1.346364 0.172638 -0.355805 -5.08 10.89 4.29
C -2.593948 -0.119051 0.136569 0.42 -7.15 -4.49
N -2.880827 -1.490043 -0.307629 -8.74 6.03 4.70
C -4.165327 -2.196758 0.239021 4.06 -3.44 -14.30
H -3.966830 -3.354176 -0.176908 -0.98 3.07 1.63
H -4.981464 -1.754252 -0.313148 -0.41 -0.21 0.07
H -4.197165 -2.062388 1.122660 -0.70 1.09 11.63
H -2.128446 -1.923106 -0.531327 6.08 -4.18 -2.09
C -3.747409 0.551731 0.686738 3.59 3.33 9.14
H -4.060125 0.175542 1.882889 0.90 0.15 -3.53
H -4.604045 0.655264 0.216043 -3.79 -0.08 -2.88
H -3.468468 1.633376 1.130359 -0.61 -2.37 -1.70
C -0.371547 -0.304053 -1.128424 -9.55 -12.43 1.85
O -0.462092 -1.639041 -1.191293 -1.55 1.06 -1.85
H 0.430300 2.938758 -0.242184 3.02 9.14 1.39
H 2.665062 0.016914 -2.254001 -2.70 -3.08 1.57
H 1.300049 -1.416060 -2.449510 -0.91 -0.56 -1.91
H 1.722720 -2.332966 -0.199523 1.21 -0.65 -1.66
H 3.119925 -2.337605 -1.339918 10.07 -8.55 -7.81
H 3.215544 0.049900 0.050726 0.32 -0.83 0.19
H 4.418312 -1.211108 0.190062 1.62 -0.25 -0.76
H 2.894865 -2.584534 1.812498 1.11 3.42 -0.16
H 3.680348 -1.067809 2.432693 5.69 1.81 5.00
H 1.309825 -1.106590 3.129208 0.34 -1.70 -0.23
H 0.869888 -0.985501 1.243575 2.42 0.34 2.93
H 0.663129 1.108180 2.969270 1.70 -1.30 -1.14
H 2.292819 0.944484 3.328172 2.73 0.60 2.69
H 1.921077 1.377215 1.704317 0.15 -0.21 0.32

4.
43
Properties=species:S:1:pos:R:3:forces:R:3 method="wB97M-V/def2-TZVPD" lumo_ev=-0.649 e_above_lowest_kj_mol=201.7 e_tot_ev=-39363.3582 homo_energy_ev=-8.93 molar_mass_g_mol=331.394
O -0.930884 -1.542418 1.782048 -0.06 0.07 -0.56
C -1.484956 -1.140676 0.840034 0.40 0.03 0.49
N -2.020635 -0.693044 -0.163501 -0.33 -0.26 0.49
C -3.469237 -0.568505 -0.046942 0.22 0.06 -0.26
C -4.032275 0.733892 0.069317 0.04 -0.22 -0.04
C -5.368685 0.910833 0.210252 0.11 0.26 0.02
C -6.192574 -0.240521 0.206739 -0.16 -0.28 0.04
N -7.522691 -0.284317 0.323042 -0.15 0.36 -0.01
S -7.957547 -1.811442 0.231672 0.14 -0.40 -0.03
N -6.527341 -2.535025 0.050490 -0.50 0.18 0.07
C -5.638276 -1.546822 0.057556 0.49 0.07 0.00
C -4.225507 -1.702247 -0.059234 -0.10 0.06 -0.22
O -3.742188 -2.950147 -0.190503 0.04 -0.20 0.02
H -3.344947 1.565708 0.043114 -0.01 0.11 0.03
H -5.795013 1.894407 0.324023 -0.10 0.04 -0.03
H -2.823300 -2.921816 -0.483041 0.04 0.04 -0.03
C 2.481169 0.610711 0.090537 0.05 -0.04 -0.04
C 1.807067 1.082318 -1.184050 -0.23 -0.18 0.22
O 1.167922 0.004620 -1.869404 0.17 0.01 -0.07
H 3.221154 -0.158999 -0.134029 0.02 0.02 -0.01
H 2.974070 1.440121 0.598327 -0.04 0.02 0.01
H 1.750193 0.170554 0.775534 -0.01 0.06 0.03
H 2.539046 1.503589 -1.869389 -0.05 -0.01 -0.09
H 1.068016 1.856132 -0.959753 0.11 0.12 -0.01
H 0.503981 -0.360215 -1.276925 -0.09 0.01 -0.07
C 5.070537 5.090288 -0.303987 -0.04 -0.05 0.08
C 4.173335 4.193516 -1.136118 -0.10 0.23 0.04
O 2.913130 3.969974 -0.506898 0.09 -0.08 0.01
H 5.234688 4.653101 0.681202 0.03 -0.03 -0.01
H 6.036806 5.236738 -0.788162 -0.01 0.02 -0.01
H 4.607871 6.068895 -0.156334 0.03 0.03 -0.06
H 4.628453 3.212550 -1.267414 -0.05 -0.04 0.00
H 4.011763 4.630268 -2.127161 0.09 -0.06 -0.04
H 2.484906 4.823468 -0.392435 -0.02 0.01 0.01
C 2.288196 -3.329785 1.107110 0.05 0.00 0.05
C 1.400411 -4.432108 0.562000 -0.16 0.25 0.13
O 0.414482 -4.820995 1.514874 0.04 -0.11 -0.11
H 2.781397 -3.657417 2.022551 0.02 -0.05 -0.02
H 3.051181 -3.037723 0.383789 -0.03 0.02 -0.02
H 1.693636 -2.448534 1.358596 0.02 0.03 -0.07
H 1.985529 -5.321195 0.333731 -0.06 -0.06 0.02
H 0.905452 -4.104208 -0.359875 0.12 -0.04 -0.08
H -0.118316 -4.043542 1.708623 -0.01 0.01 0.11

5.
42
Properties=species:S:1:pos:R:3:forces:R:3 method="wB97M-V/def2-TZVPD" lumo_ev=-0.738 e_above_lowest_kj_mol=0.0 e_tot_ev=-103280.5632 homo_energy_ev=-8.95 molar_mass_g_mol=364.309
N 5.427459 0.580968 2.105003 -0.31 -0.20 -0.35
C 4.532098 -0.219355 1.219557 0.20 0.40 0.68
C 3.099527 0.054975 1.572155 0.12 -0.73 -0.11
C 2.724973 1.418415 1.656116 -0.37 0.54 0.08
C 1.471530 1.833319 1.968657 0.36 0.15 -0.09
C 0.494379 0.842622 2.202746 -0.57 0.74 0.12
N -0.802177 1.029267 2.498627 -0.02 0.46 0.02
S -1.457502 -0.412810 2.638180 0.22 -0.27 -0.06
N -0.190155 -1.347368 2.334655 -0.20 0.08 0.09
C 0.835324 -0.511992 2.116138 0.15 -1.39 -0.09
C 2.165229 -0.912279 1.806382 0.17 0.23 -0.13
Br 2.532256 -2.753509 1.697934 0.04 -0.05 0.09
H 4.955159 0.721723 2.988321 0.05 0.01 0.15
H 6.246699 0.025012 2.310187 0.14 0.11 -0.01
H 4.749734 -1.268431 1.330029 -0.06 -0.42 -0.19
H 4.685927 0.075075 0.186007 0.13 -0.01 -0.23
H 3.492825 2.148186 1.459336 0.14 0.13 -0.03
H 1.246102 2.882393 2.021613 -0.23 0.18 0.04
C 0.874714 -1.572262 -4.037086 0.11 0.07 -0.07
C 1.676509 -2.014482 -2.822275 -0.37 0.11 0.05
C 0.834468 -2.833747 -1.857184 0.10 -0.03 0.08
O 2.228755 -0.878661 -2.152263 0.18 -0.09 -0.02
H 0.037107 -0.939901 -3.730463 -0.04 -0.06 0.04
H 1.497055 -0.987014 -4.714587 0.02 -0.03 0.00
H 0.476336 -2.429218 -4.582057 -0.01 0.00 0.01
H 2.532523 -2.605960 -3.149012 0.09 0.06 0.04
H -0.002003 -2.237809 -1.480400 -0.04 0.00 -0.07
H 1.432775 -3.134781 -0.998577 0.00 -0.03 -0.02
H 0.431675 -3.728166 -2.335174 -0.01 0.02 -0.02
H 1.494727 -0.333339 -1.849995 -0.03 0.03 0.01
C -4.961974 2.830645 0.491742 0.07 0.09 -0.06
C -4.771929 1.726966 -0.537978 -0.07 -0.09 0.36
C -5.682303 0.539752 -0.261132 0.02 -0.07 -0.12
O -3.408141 1.309699 -0.570390 -0.01 0.03 -0.20
H -4.711899 2.465443 1.491651 -0.05 -0.05 0.01
H -4.303041 3.671869 0.276390 -0.01 0.00 -0.03
H -5.992454 3.188700 0.504240 0.00 -0.01 0.01
H -4.981381 2.119695 -1.533483 0.08 -0.01 -0.05
H -5.454542 0.105871 0.716595 -0.03 0.06 0.05
H -5.532830 -0.239483 -1.008800 -0.01 0.03 -0.02
H -6.732651 0.834285 -0.269516 0.00 0.00 0.02
H -3.190882 0.955688 0.298108 0.06 0.02 0.05

6.
53
Properties=species:S:1:pos:R:3:forces:R:3 method="wB97M-V/def2-TZVPD" lumo_ev=0.061 e_tot_ev=-196225.1655 homo_energy_ev=-10.51 molar_mass_g_mol=734.673
N 2.176822 -5.098190 1.006615 -0.54 0.35 -1.03
C 1.455056 -4.697587 0.196892 0.42 -0.46 1.77
C 0.364024 -4.174749 -0.626767 0.78 -0.18 -1.31
O 0.440087 -4.904574 -1.847422 -0.08 -0.04 -0.06
C 0.528010 -2.654628 -0.946778 -0.08 -0.21 1.53
C 1.762270 -2.154604 -0.343235 1.64 1.29 0.02
N 2.696749 -1.617523 0.087795 -1.18 -1.17 -0.50
C -0.593761 -1.767427 -0.381590 -0.20 0.07 -0.87
C -2.009492 -2.252244 -0.670711 0.33 0.08 0.82
O -2.508867 -3.029593 0.418370 0.00 -0.09 -0.01
H -0.565987 -4.400702 -0.131322 -0.24 0.18 0.38
H -0.452569 -5.102543 -2.125909 -0.26 -0.15 -0.25
H 0.602358 -2.564702 -2.018318 0.01 -0.05 -0.40
H -0.490228 -0.795309 -0.854425 0.16 0.26 -0.06
H -0.435830 -1.599260 0.672571 -0.20 -0.09 0.40
H -2.079307 -2.805034 -1.606270 0.12 0.26 0.02
H -2.654991 -1.384849 -0.709161 -0.20 0.24 -0.29
H -2.557841 -3.947932 0.156710 -0.22 -0.25 -0.05
C 5.029022 0.027984 -2.343087 0.10 -0.28 -0.20
Cl 5.569868 -1.511201 -3.031196 -0.02 0.01 0.01
Cl 4.526767 1.166418 -3.605936 -0.05 0.09 0.06
H 4.187625 -0.160819 -1.691080 -0.06 -0.07 -0.01
H 5.840688 0.470759 -1.784798 0.04 -0.13 -0.29
C 3.763496 2.454026 0.260570 0.00 0.09 -0.05
Cl 2.520895 1.283982 -0.198328 0.01 0.32 0.02
Cl 5.385915 1.738834 0.215456 -0.07 0.37 0.49
H 3.731668 3.285656 -0.431145 0.09 -0.04 -0.07
H 3.562141 2.799549 1.267696 0.00 -0.10 0.04
C 0.800723 4.306903 -1.358849 0.03 -0.11 -0.12
Cl -0.914206 4.607925 -1.046814 0.00 0.02 0.04
Cl 1.840193 5.368768 -0.399880 -0.02 0.00 -0.01
H 1.018716 3.278450 -1.100282 -0.01 -0.01 0.12
H 1.001775 4.479250 -2.409270 -0.04 0.12 0.01
C -5.237201 -3.550747 -2.431973 -0.17 0.12 0.08
Cl -6.547320 -4.596483 -2.976053 0.02 0.04 0.01
Cl -3.673120 -4.385895 -2.472740 -0.16 -0.37 -0.22
H -5.182318 -2.688273 -3.084827 0.05 -0.05 -0.07
H -5.433660 -3.241694 -1.412056 0.05 -0.08 0.04
C 0.564527 1.158926 3.508795 0.17 -0.23 -0.26
Cl 1.067985 -0.391369 2.820248 0.07 0.02 0.06
Cl 0.075548 2.302902 2.247741 -0.07 0.13 0.07
H -0.269618 0.990796 4.165025 -0.15 -0.09 -0.03
H 1.394812 1.581722 4.058406 0.07 0.02 -0.04
C -4.252445 3.317530 -1.857661 -0.02 0.06 0.02
Cl -4.452498 3.096250 -0.116209 0.04 0.04 -0.02
Cl -4.642271 1.843744 -2.756659 0.01 0.00 -0.06
H -4.915553 4.108701 -2.185543 -0.09 -0.06 0.01
H -3.222275 3.581281 -2.058621 0.05 -0.09 0.02
C 0.207193 3.785273 6.420297 -0.03 0.10 0.01
Cl -1.018433 2.595207 5.955896 -0.12 0.22 0.25
Cl 1.838645 3.103354 6.420684 0.00 0.03 0.01
H 0.173652 4.607208 5.715472 0.02 -0.06 -0.08
H -0.017433 4.136512 7.419682 0.00 -0.08 0.04